(1)
# C21H42BaN6O4PS

A molecular structure, C21H42BaN6O4PS (ωB97M-V with the def2-TZVPD basis set, OMol25).

* energy relative to the best compared isomer or geometry (same formula, charge and spin): 0.0 kcal per mole
* frontier orbital gap: 8.2 eV
* charge: +1
* energy: -60407.2167 eV

Element x y z (Å)
Ba (1.04354, 0.21291, -0.41548)
N (3.21162, -1.85218, 0.21122)
C (4.58010, -1.31224, 0.19237)
C (4.61540, 0.18642, 0.44585)
N (3.93392, 1.01424, -0.55959)
C (4.47640, 0.81724, -1.91318)
C (3.71732, -0.15019, -2.82079)
N (2.34217, 0.29816, -3.07689)
C (4.01682, 2.42570, -0.15105)
C (3.02905, 3.35265, -0.84359)
N (1.64854, 3.12278, -0.39857)
H (2.90189, -1.98983, 1.16976)
H (3.18728, -2.76364, -0.23090)
H (5.02812, -1.54219, -0.77430)
H (5.22395, -1.78215, 0.94148)
H (5.67125, 0.48407, 0.54152)
H (4.14476, 0.38749, 1.41421)
H (5.52270, 0.48756, -1.85874)
H (4.50327, 1.78507, -2.41815)
H (3.66796, -1.14579, -2.38139)
H (4.31248, -0.22323, -3.73718)
H (1.81607, -0.41162, -3.57680)
H (2.33375, 1.12951, -3.65698)
H (5.02871, 2.82281, -0.31885)
H (3.84116, 2.47365, 0.92767)
H (3.06300, 3.20327, -1.92410)
H (3.35651, 4.38301, -0.67322)
H (0.99025, 3.64424, -0.96637)
H (1.52784, 3.44981, 0.55409)
C (-5.46040, -2.29213, -1.93621)
C (-4.52276, -1.41236, -2.74783)
N (-3.13848, -1.89574, -2.69400)
C (-2.77151, -2.86464, -3.72518)
C (-2.21214, -2.19108, -4.96841)
C (-2.30481, -1.48900, -1.73454)
S (-0.68246, -2.08874, -1.70369)
N (-2.86960, -0.71835, -0.77684)
C (-2.31667, 0.36601, -0.28714)
O (-1.26025, 0.92442, -0.71648)
C (-3.01939, 0.99524, 0.87827)
C (-4.23580, 0.50067, 1.33795)
C (-4.85309, 1.07331, 2.43940)
C (-4.25956, 2.14716, 3.08972)
C (-3.04837, 2.64866, 2.63187)
C (-2.43388, 2.07536, 1.52993)
H (-6.48512, -1.92800, -2.01363)
H (-5.16383, -2.28383, -0.88800)
H (-5.44153, -3.32299, -2.29333)
H (-4.55181, -0.38638, -2.39200)
H (-4.81210, -1.40744, -3.79973)
H (-3.67605, -3.42511, -3.96770)
H (-2.04981, -3.56136, -3.30681)
H (-2.92186, -1.46973, -5.37677)
H (-2.00160, -2.93263, -5.73945)
H (-1.28685, -1.66951, -4.72500)
H (-4.68727, -0.33429, 0.81964)
H (-5.80122, 0.68616, 2.78905)
H (-4.74305, 2.59729, 3.94705)
H (-2.58918, 3.49171, 3.13314)
H (-1.49156, 2.45864, 1.16038)
C (0.64602, -1.17425, 5.57801)
O (0.36669, -0.21277, 4.54503)
P (0.88200, -0.47111, 3.04627)
O (-0.48769, -0.67845, 2.18231)
C (-1.10204, -1.98415, 2.19676)
O (1.05877, 1.07475, 2.52487)
C (1.15039, 2.21695, 3.38667)
H (0.67731, -0.63033, 6.51720)
H (1.60529, -1.66409, 5.40696)
H (-0.14650, -1.91946, 5.61648)
H (-1.55762, -2.16757, 3.16979)
H (-0.37388, -2.76462, 1.96672)
H (-1.86824, -1.97297, 1.42640)
H (0.92430, 3.09073, 2.77867)
H (2.15586, 2.30639, 3.79916)
H (0.42552, 2.15210, 4.19299)

Atomic partial charges in e from the Mulliken method, atoms 1 to 2: atom 1 (Ba): 1.15, atom 2 (N): -0.26

(2)
# C21H42Ca2F18O21P3

A molecular structure, C21H42Ca2F18O21P3 at a distorted geometry (ωB97M-V with the def2-TZVPD basis set, OMol25).

* energy relative to the best compared isomer or geometry (same formula, charge and spin): 55.8 kcal per mole
* frontier orbital gap: 9.0 eV
* charge: +1
* energy: -179134.7262 eV

Element x y z (Å)
Ca (9.32906, 8.26726, 0.29564)
Ca (5.32745, 1.51050, -0.93739)
P (7.36597, 4.69741, 0.14418)
F (5.91949, 5.42461, 0.24186)
F (7.37802, 4.83358, -1.46570)
F (8.14304, 6.11675, 0.21356)
F (8.78810, 3.90388, 0.05543)
F (7.40315, 4.57551, 1.74752)
F (6.60346, 3.27646, 0.03570)
P (6.35657, -1.02040, 0.48310)
F (6.79198, 0.57232, 0.47283)
F (7.88134, -1.41709, 0.26865)
F (6.54008, -1.22992, 2.05635)
F (5.70203, -2.47114, 0.36766)
F (4.86916, -0.38334, 0.73127)
F (6.09521, -0.82016, -1.12427)
P (7.43009, 9.61651, -1.70309)
F (5.84034, 9.42933, -1.75846)
F (7.23821, 11.19832, -1.85374)
F (7.35495, 9.62062, -0.04369)
F (9.02357, 9.79204, -1.47270)
F (7.64582, 8.01077, -1.52984)
F (7.52625, 9.50080, -3.30660)
C (13.48647, 6.36700, 1.54590)
O (12.43224, 5.50473, 1.97861)
C (11.20560, 5.96644, 1.88796)
O (10.88793, 7.07060, 1.52390)
O (10.30224, 5.13295, 2.34136)
C (10.43397, 3.71888, 2.21795)
H (13.41613, 6.45704, 0.45756)
H (14.41499, 5.82083, 1.69190)
H (13.51313, 7.35463, 1.99449)
H (10.91358, 3.25818, 3.07600)
H (11.13890, 3.51046, 1.40462)
H (9.51942, 3.23438, 1.90010)
C (7.18723, 3.03844, -4.21433)
O (8.44437, 2.66347, -3.63346)
C (8.39086, 1.89688, -2.57284)
O (7.38467, 1.58122, -1.97677)
O (9.60815, 1.57105, -2.23147)
C (9.75692, 0.80443, -1.02621)
H (6.53061, 3.52327, -3.49465)
H (6.73304, 2.11092, -4.57237)
H (7.38562, 3.65290, -5.08523)
H (9.34716, 1.29959, -0.14715)
H (10.81872, 0.61203, -0.91544)
H (9.22736, -0.13933, -1.14525)
C (5.54552, 7.27356, 3.00357)
O (6.69115, 7.16471, 3.83713)
C (7.88057, 7.45665, 3.35096)
O (8.11647, 7.89250, 2.25447)
O (8.82736, 7.16334, 4.22282)
C (8.62053, 7.25591, 5.63939)
H (5.83357, 7.05289, 1.97830)
H (5.04282, 8.23142, 3.10890)
H (4.84002, 6.46681, 3.20916)
H (9.47270, 6.73580, 6.06938)
H (7.70539, 6.74135, 5.91831)
H (8.64249, 8.29066, 5.97393)
C (9.22961, 6.13063, -3.64833)
O (10.25918, 5.44121, -2.89191)
C (10.64992, 5.98148, -1.76781)
O (10.32377, 7.09284, -1.40248)
O (11.50727, 5.25240, -1.11056)
C (11.83700, 3.89337, -1.45230)
H (9.19119, 5.57862, -4.58321)
H (9.59664, 7.13747, -3.82868)
H (8.26936, 6.08916, -3.14745)
H (12.83482, 3.75139, -1.04615)
H (11.85481, 3.71105, -2.52215)
H (11.13465, 3.24516, -0.93380)
C (0.85621, 4.36858, -1.86024)
O (2.08394, 3.66601, -1.85793)
C (3.28352, 4.21229, -1.85610)
O (4.28067, 3.53853, -1.71466)
O (3.24995, 5.48223, -2.14332)
C (4.47732, 6.24098, -2.35458)
H (0.14150, 3.73072, -1.35156)
H (0.49148, 4.58493, -2.86856)
H (0.94161, 5.37347, -1.44097)
H (5.16314, 5.59367, -2.89923)
H (4.83336, 6.61442, -1.40435)
H (4.20402, 7.01841, -3.06169)
C (5.33576, 1.38354, 3.51918)
O (4.13708, 2.17061, 3.29663)
C (3.95255, 2.69288, 2.10104)
O (4.42032, 2.29188, 1.05857)
O (3.13034, 3.70992, 2.25953)
C (2.59784, 4.33913, 1.11223)
H (6.18463, 1.74005, 2.94041)
H (5.12037, 0.37416, 3.18738)
H (5.47350, 1.40803, 4.59270)
H (1.83454, 5.09406, 1.26948)
H (2.18168, 3.62467, 0.39653)
H (3.44138, 4.80844, 0.58804)
C (8.24378, 2.99547, 4.46740)
O (7.66836, 1.72711, 4.36049)
C (8.29414, 0.77954, 3.70302)
O (9.40853, 0.84237, 3.24047)
O (7.50235, -0.27817, 3.59864)
C (8.09008, -1.49776, 3.16932)
H (9.32887, 3.02123, 4.41551)
H (8.05474, 3.39126, 5.46851)
H (7.87685, 3.75433, 3.77333)
H (7.30403, -2.24555, 3.21424)
H (8.86311, -1.79865, 3.88140)
H (8.52160, -1.38217, 2.17623)

Atomic partial charges in e from the Mulliken method, atoms 1 to 2: atom 1 (Ca): 1.55, atom 2 (Ca): 1.58

(3)
# C21H42F3NO16

7 unconnected molecules or ions with the total composition C21H42F3NO16 at a distorted geometry (ωB97M-V with the def2-TZVPD basis set, OMol25).

* energy relative to the best compared isomer or geometry (same formula, charge and spin): 13.0 kcal per mole
* frontier orbital gap: 8.7 eV
* charge: 0
* energy: -64847.2304 eV

Element x y z (Å)
N (0.25372, -0.04700, -0.26476)
H (1.04872, -0.19300, -0.81276)
H (0.18272, -0.76400, 0.38324)
H (-0.60128, -0.06300, -0.91676)
H (-0.07228, 0.86200, 0.03124)
O (-2.30128, 1.61600, -0.63576)
H (-2.86528, 1.95900, -1.44876)
C (-0.75328, 4.66500, 0.95524)
C (-0.38128, 4.31600, -0.43476)
O (1.02372, 4.18200, -0.31876)
C (1.42172, 4.29200, 0.99624)
O (2.62372, 4.39800, 1.32924)
O (0.49472, 4.61900, 1.75824)
F (-0.59128, 5.35900, -1.27876)
H (-1.42428, 3.82500, 1.38224)
H (-1.40328, 5.66700, 1.18224)
H (-0.86428, 3.46600, -0.82176)
C (-4.71928, 0.65900, 1.43524)
C (-3.34428, 0.63300, 2.18124)
O (-3.52728, -0.28400, 3.18024)
C (-4.87928, -0.57500, 3.41524)
O (-5.22828, -1.36900, 4.25524)
O (-5.55428, 0.02600, 2.44324)
F (-3.18828, 1.91800, 2.82824)
H (-4.91228, 0.01300, 0.45724)
H (-4.99728, 1.70100, 1.05424)
H (-2.40428, 0.36500, 1.52424)
C (-3.37128, -1.85100, -0.75576)
C (-4.18128, -2.85800, -1.48176)
O (-3.38828, -3.99000, -1.60876)
C (-2.08428, -3.62600, -1.29776)
O (-1.12328, -4.33000, -1.16576)
O (-2.07228, -2.28400, -0.82576)
F (-4.38128, -2.37000, -2.75676)
H (-3.81928, -1.59000, 0.31424)
H (-3.56228, -0.90100, -1.28676)
H (-5.15128, -3.22600, -1.32876)
C (4.12472, -0.16100, 0.93124)
O (3.39872, 0.31200, -0.20476)
C (3.74372, 1.57500, -0.71976)
C (3.40072, 1.87000, -2.09976)
O (2.00672, 1.53100, -2.22376)
C (1.36672, 1.90300, -3.43076)
C (0.28272, 0.97300, -3.57376)
O (0.64272, -0.30800, -3.41576)
C (-0.36728, -1.29200, -3.70176)
H (5.11872, -0.42200, 0.87924)
H (3.80272, -1.21100, 1.17424)
H (4.21472, 0.44800, 1.82024)
H (4.78872, 1.76200, -0.67776)
H (3.44172, 2.54900, -0.17276)
H (3.83572, 1.13000, -2.79076)
H (3.42672, 2.78300, -2.30876)
H (1.98172, 1.85600, -4.34776)
H (1.11572, 2.84500, -3.33376)
H (-0.29528, 1.05600, -4.56176)
H (-0.47928, 1.23200, -2.84076)
H (-1.04128, -1.22500, -2.82376)
H (0.25972, -2.31200, -3.54776)
H (-0.59028, -1.05900, -4.86976)
C (0.86772, 1.48500, 3.26324)
O (0.57972, 0.12100, 2.78524)
C (0.83672, -0.90200, 3.77424)
C (0.47472, -2.26200, 3.15324)
O (1.22572, -2.34600, 2.09024)
C (1.08872, -3.45500, 1.24924)
C (2.08472, -3.49700, 0.10724)
O (1.83472, -2.47300, -0.80976)
C (2.67972, -2.44500, -1.91076)
H (0.21372, 1.83000, 4.27824)
H (0.73272, 2.17100, 2.52724)
H (1.83772, 1.56900, 3.22124)
H (0.01372, -0.78700, 4.60924)
H (1.89472, -0.73700, 4.10924)
H (-0.47728, -2.42200, 2.73724)
H (0.68372, -2.89500, 3.95824)
H (0.08272, -3.57600, 0.78224)
H (1.32072, -4.57400, 1.73824)
H (1.99972, -4.40600, -0.48176)
H (3.18072, -3.47600, 0.42124)
H (2.52972, -3.10600, -2.39076)
H (3.73472, -2.40100, -1.65376)
H (2.49872, -1.47100, -2.38376)

Atomic partial charges in e from the Mulliken method, atoms 1 to 2: atom 1 (N): 2.10, atom 2 (H): -0.68